Record 1
Computed, not measured: a structure of composition C49H49GeN4S5SiV, with wB97M-V/def2-TZVPD.

Structure (XYZ):
```
110
Properties=species:S:1:pos:R:3:mulliken_charge:R:1
V 1.17 -0.81 -0.08 -0.237
C 3.58 -0.08 1.83 -1.577
C 4.09 0.76 0.64 -0.353
C 4.07 0.17 -0.75 0.372
C 5.17 0.30 -1.58 -0.761
C 5.15 -0.22 -2.86 -0.983
C 4.03 -0.92 -3.28 -0.715
C 2.98 -1.02 -2.40 -0.634
N 2.95 -0.45 -1.19 1.871
N 2.67 -1.20 1.48 1.356
C 3.46 -2.38 1.04 -1.831
C 2.56 -3.39 0.37 0.823
C 2.86 -4.74 0.35 -1.151
C 1.98 -5.61 -0.27 -0.722
C 0.81 -5.11 -0.84 -1.340
C 0.58 -3.75 -0.77 -0.443
N 1.44 -2.89 -0.19 1.274
C 1.84 -1.58 2.67 -1.905
C 0.53 -0.86 2.66 0.812
C 0.01 -0.30 3.76 -1.037
C -1.25 0.43 3.70 -1.221
C -1.97 0.36 2.58 -0.349
C -1.53 -0.50 1.45 0.939
N -0.08 -0.78 1.39 1.207
H 4.43 -0.50 2.38 0.425
H 3.04 0.58 2.50 0.660
H 3.50 1.67 0.60 -0.703
H 5.11 1.07 0.85 0.885
H 6.04 0.82 -1.20 0.561
H 6.01 -0.09 -3.52 0.445
H 3.97 -1.38 -4.26 0.616
H 2.09 -1.57 -2.68 -0.509
H 4.22 -2.05 0.34 0.629
H 3.98 -2.83 1.89 0.640
H 3.76 -5.10 0.82 0.581
H 2.19 -6.67 -0.30 0.458
H 0.09 -5.75 -1.32 0.589
H -0.32 -3.31 -1.18 0.577
H 1.64 -2.66 2.61 0.289
H 2.38 -1.41 3.59 0.476
H 0.56 -0.37 4.69 0.481
H -1.58 1.01 4.55 0.480
H -2.91 0.88 2.48 0.788
H -1.85 -0.09 0.49 -1.108
C -3.98 3.27 0.72 -0.781
C -3.75 2.43 -0.37 -0.486
C -2.46 2.01 -0.67 -0.091
C -1.37 2.42 0.12 0.348
C -1.62 3.26 1.20 -0.273
C -2.91 3.69 1.49 -0.800
Ge 0.46 1.91 -0.38 3.393
C 1.59 2.95 0.83 -0.921
C 2.42 3.96 0.33 -0.210
C 3.18 4.73 1.20 -0.891
C 3.14 4.49 2.57 -0.852
C 2.32 3.49 3.08 -0.762
C 1.55 2.72 2.21 -0.179
C 0.69 2.73 -2.15 0.268
C 0.00 3.92 -2.42 -0.694
C 0.14 4.55 -3.65 -0.829
C 0.95 4.01 -4.64 -0.698
C 1.64 2.83 -4.38 -0.687
C 1.51 2.20 -3.15 0.146
H -4.99 3.60 0.95 0.405
H -4.58 2.09 -0.99 0.482
H -2.30 1.36 -1.52 -0.301
H -0.81 3.60 1.83 0.360
H -3.08 4.35 2.33 0.420
H 2.46 4.15 -0.73 0.437
H 3.82 5.51 0.81 0.439
H 3.74 5.09 3.24 0.423
H 2.28 3.31 4.15 0.497
H 0.90 1.95 2.62 0.476
H -0.64 4.36 -1.67 0.440
H -0.40 5.47 -3.84 0.423
H 1.05 4.50 -5.60 0.375
H 2.28 2.40 -5.15 0.452
H 2.05 1.28 -2.98 0.117
C -1.48 -3.38 2.51 -0.925
Si -2.52 -2.19 1.56 0.469
C -2.93 -2.82 -0.14 -0.319
C -4.12 -1.84 2.44 0.331
C -5.04 -0.95 1.86 -0.239
C -6.27 -0.71 2.45 -0.802
C -6.61 -1.36 3.63 -0.509
C -5.72 -2.25 4.22 -0.672
C -4.48 -2.48 3.62 -0.313
H -1.96 -4.37 2.56 0.571
H -1.32 -3.04 3.54 0.322
H -0.50 -3.50 2.03 -0.130
H -2.75 -3.90 -0.21 0.339
H -2.36 -2.32 -0.93 -0.300
H -3.99 -2.65 -0.34 0.562
H -4.79 -0.44 0.93 0.376
H -6.97 -0.02 1.99 0.412
H -7.58 -1.18 4.09 0.383
H -5.99 -2.76 5.14 0.411
H -3.79 -3.17 4.10 0.302
C -2.37 1.60 -4.54 -0.430
S -3.13 0.09 -3.88 -0.171
C -1.83 -1.04 -4.18 -0.015
C -0.79 -1.33 -3.36 0.062
S -0.55 -0.62 -1.78 -0.313
S 0.26 -2.59 -3.98 0.144
C -0.52 -2.90 -5.50 0.122
S 0.02 -4.00 -6.57 -0.205
S -1.92 -1.91 -5.69 -0.202
H -3.03 2.43 -4.29 0.361
H -2.26 1.55 -5.62 0.453
H -1.40 1.76 -4.06 -0.172
```

Properties
- Electronic energy: -201822.9345 eV
- HOMO-LUMO gap (alpha / beta): 6.07 / 5.19 eV
- Total charge: +1
- Spin multiplicity: 4
- Relative energy (zero: lowest compared OMol25 entry of this formula, charge and spin): 0.0 kcal per mole

Record 2
Computed, not measured: the ion C5H10NO2S with charge +1, with wB97M-V/def2-TZVPD.

Structure (XYZ):
```
19
Properties=species:S:1:pos:R:3:mulliken_charge:R:1
C -0.58 -1.12 1.96 -0.784
N -0.13 -0.04 1.01 0.146
C 1.08 0.04 0.66 0.256
C 1.65 0.72 -0.47 -0.924
S 0.61 -0.23 -1.80 1.131
O 1.05 0.40 -3.02 -0.565
O 0.71 -1.60 -1.32 -0.554
C -1.06 0.34 -1.23 -0.661
C -1.11 0.75 0.22 -0.677
H 0.32 -1.72 2.08 0.289
H -1.30 -1.66 1.40 0.377
H -0.95 -0.61 2.84 0.333
H 1.76 -0.66 1.14 0.328
H 1.31 1.83 -0.64 0.302
H 2.71 0.61 -0.57 0.421
H -1.76 -0.52 -1.46 0.399
H -1.29 1.13 -1.81 0.470
H -0.87 1.83 0.26 0.355
H -2.17 0.51 0.76 0.357
```

Properties
- Electronic energy: -21758.3417 eV
- HOMO-LUMO gap: 10.16 eV
- Total charge: +1
- SMILES: C[N+]1=CCS(=O)(=O)CC1
- Spin multiplicity: 1
- Relative energy (zero: lowest compared OMol25 entry of this formula, charge and spin): 53.9 kcal per mole

For each record above, in turn, the calculated largest force on an atom values are 0.0212, 0.0763 hartree/bohr.